(1)
{"formula": "CCaF4NO2S2", "method": "ωB97M-V with the def2-TZVPD basis set", "e_homo_ev": -12.025, "charge": 1, "homo_lumo_gap_ev": 5.071, "species": ["Ca", "F", "N", "S", "O", "S", "O", "C", "F", "F", "F"], "xyz": [[-2.9911, -2.3224, 0.7574], [2.9819, 0.9923, 0.6854], [0.6021, 0.3571, 1.2905], [1.9177, -0.3106, 0.5628], [2.4807, -1.3362, 1.4550], [-0.8651, 0.2903, 0.6867], [-1.3287, -1.1778, 0.4081], [-0.7097, 0.7807, -1.1421], [-1.9244, 1.1161, -1.5514], [0.1020, 1.8171, -1.2552], [-0.2655, -0.2068, -1.8972]], "forces_ev_per_a": [[0.726, 0.234, -0.142], [-1.494, -1.121, 0.231], [-2.125, 0.311, 0.258], [2.255, -0.902, -0.060], [-1.047, 1.564, -0.910], [3.156, 1.263, 0.528], [-1.241, -1.212, -0.012], [0.569, 0.122, 0.282], [-0.677, 0.145, -0.217], [-0.166, -0.075, 0.139], [0.044, -0.329, -0.098]]}

=====

(2)
{"formula": "CCl2N2O", "method": "ωB97M-V with the def2-TZVPD basis set", "e_homo_ev": -10.513, "homo_lumo_gap_ev": 10.082, "de_lowest_ev": 2.0704, "smiles": "O=C(Cl)/N=N/Cl", "species": ["O", "C", "Cl", "N", "N", "Cl"], "xyz": [[-1.5743, -1.3192, -0.1426], [-1.0577, -0.2826, -0.0419], [-1.8298, 1.2885, -0.0597], [0.3938, -0.0270, -0.2434], [1.2551, 0.1447, 0.5894], [2.8129, 0.1955, -0.1019]], "forces_ev_per_a": [[-0.235, -0.844, 0.210], [2.082, 1.995, 0.100], [-0.230, -0.141, 0.147], [-0.454, -0.808, -0.846], [-2.081, -0.466, 0.835], [0.918, 0.264, -0.447]]}

=====

(3)
{"formula": "CCl2N2O4", "method": "ωB97M-V with the def2-TZVPD basis set", "e_homo_ev": [-9.592, -9.364], "homo_lumo_gap_ev": [7.511, 8.527], "de_lowest_ev": 1.8483, "species": ["C", "N", "N", "O", "O", "O", "O", "Cl", "Cl"], "xyz": [[1.0533, -0.2517, -0.0916], [0.4326, 0.0374, -1.3581], [-1.5107, 0.1664, 1.2131], [0.3551, 1.1820, -1.6614], [-2.3553, -0.6340, 1.2001], [0.1020, -0.9586, -1.9885], [-1.1258, 1.2312, 1.4945], [1.4472, 1.0194, 0.9116], [1.6015, -1.7922, 0.2803]], "forces_ev_per_a": [[0.088, 0.080, 0.669], [0.905, -2.503, 0.864], [3.517, -1.697, -2.015], [-0.616, 1.838, -0.888], [-2.181, 0.184, 0.861], [-0.294, 0.462, -0.349], [-2.076, 1.554, 1.288], [0.852, 0.122, -0.220], [-0.193, -0.041, -0.209]]}

=====

Number 1: molar mass 238.2 g mol⁻¹. Number 2: molar mass 126.9 g mol⁻¹. Number 3: molar mass 174.9 g mol⁻¹.